107
Properties=species:S:1:pos:R:3:forces:R:3 method="wB97M-V/def2-TZVPD" total_energy_ha=-6307.80393 charge=-1 relative_energy_kcal_mol=69.3 e_homo_ev="-3.397 / -3.402" gap_ev="5.5243 / 5.5295"
Pb 0.72172 1.14910 0.35894 -0.277 0.184 -0.118
C 1.30559 -2.09017 1.99143 -0.173 -0.011 0.193
C -0.00036 -2.68124 1.75835 0.131 0.018 0.087
C -0.09015 -2.95657 0.38603 0.128 0.056 -0.084
C 1.17561 -2.53998 -0.20320 -0.109 0.041 0.127
C 2.03079 -2.03244 0.83651 0.018 -0.234 -0.137
C 3.52935 -1.84375 0.71123 -0.027 0.056 -0.070
C 4.17819 -3.23170 0.55443 -0.003 -0.004 -0.011
C 3.90540 -0.99980 -0.51200 -0.013 0.027 -0.025
C 4.10099 -1.18435 1.96519 0.028 0.075 0.025
C -1.21911 -3.58376 -0.46212 0.009 0.019 0.142
C 0.30905 -4.24509 -2.58325 -0.051 -0.062 -0.022
C -2.55623 -2.82672 -0.26104 0.084 -0.043 0.026
C -1.40019 -5.04631 0.00630 0.020 0.008 -0.103
C -0.79095 -3.06223 3.03101 0.013 -0.038 -0.113
C -0.56230 -2.02711 4.14975 0.070 0.045 0.055
C -2.30980 -3.20439 2.90408 -0.017 0.098 -0.003
C -0.21795 -4.39785 3.55212 -0.021 0.013 0.011
H 1.67289 -1.78475 2.96249 -0.046 -0.010 -0.079
H 1.61691 -3.07925 -1.02168 -0.073 0.024 -0.041
H 3.89828 -3.68436 -0.40032 -0.009 0.004 0.043
H 3.85080 -3.89994 1.35465 0.021 0.033 -0.014
H 5.27111 -3.15097 0.58569 -0.044 -0.006 -0.017
H 3.39231 -1.35247 -1.41138 0.075 -0.015 0.045
H 4.98407 -1.05890 -0.69341 -0.018 0.030 0.018
H 3.65024 0.05638 -0.37579 -0.024 -0.077 -0.006
H 3.94881 -1.81135 2.84715 0.007 0.028 -0.028
H 3.62475 -0.21558 2.14712 0.024 -0.041 0.003
H 5.17631 -1.01789 1.84768 -0.036 -0.001 0.010
H 1.00240 -3.43353 -2.79146 0.006 -0.009 0.006
H 0.12548 -4.76083 -3.53019 0.011 0.006 0.009
H 0.77645 -4.96302 -1.90091 -0.021 0.083 -0.028
H -2.38054 -1.77883 -0.01235 0.005 -0.079 -0.052
H -3.15261 -3.26377 0.53365 0.019 0.030 0.029
H -3.15979 -2.85917 -1.17114 0.005 -0.041 0.029
H -0.57585 -5.67100 -0.34868 -0.025 0.021 0.033
H -2.33652 -5.46093 -0.38481 0.037 0.008 0.004
H -1.41871 -5.12209 1.08770 -0.017 0.011 0.044
H -0.77959 -1.02048 3.79105 -0.039 -0.090 0.004
H 0.45839 -2.05881 4.53831 -0.059 0.003 -0.033
H -1.23215 -2.24788 4.98624 0.026 0.013 -0.009
H -2.76265 -2.27598 2.54871 0.029 -0.064 0.026
H -2.72205 -3.42647 3.89346 -0.003 0.011 -0.020
H -2.60434 -4.01730 2.24719 0.007 -0.022 -0.006
H 0.86128 -4.31254 3.70014 -0.035 0.002 -0.001
H -0.39134 -5.21600 2.85193 -0.005 0.005 -0.003
H -0.68132 -4.66172 4.51085 0.020 0.013 -0.050
N 2.42143 3.98639 2.90112 0.062 0.113 -0.113
N 1.34347 4.85170 2.58173 -0.102 -0.067 -0.015
C 0.27885 4.43237 1.75810 0.260 -0.226 -0.554
O -0.45655 5.31447 1.29625 0.115 0.020 -0.130
O 0.12070 3.16749 1.66605 0.498 0.291 -0.099
H 1.98756 3.09418 3.11235 0.017 -0.036 0.080
H 2.95308 3.81650 2.04902 -0.008 -0.085 -0.049
H 1.63479 5.79822 2.41458 -0.009 0.095 0.086
C 0.82834 4.70922 -2.58917 -0.255 -0.317 0.007
As 2.26042 3.44935 -2.38955 0.761 0.332 -0.014
C 2.48606 1.98787 -3.61083 -0.171 -0.156 0.076
C 3.72849 4.55111 -3.03601 -0.027 -0.002 -0.102
S 2.84107 2.96935 -0.42137 0.039 -0.018 0.011
H 0.45918 4.68324 -3.61321 -0.027 -0.007 -0.005
H 1.26419 5.67771 -2.35404 -0.047 0.028 0.023
H 0.03964 4.45017 -1.89145 -0.096 -0.007 0.032
H 1.75713 1.20118 -3.43424 0.136 0.059 0.069
H 3.48773 1.62642 -3.38877 0.079 -0.034 0.007
H 2.42920 2.35925 -4.63182 0.016 -0.037 0.013
H 3.51622 4.90326 -4.04823 0.002 -0.006 0.030
H 4.64148 3.95948 -3.03815 0.010 -0.012 0.016
H 3.85560 5.40098 -2.37030 -0.012 0.028 0.038
S -1.89774 0.49079 1.83440 0.059 -0.091 0.229
C -1.72106 1.78414 2.88975 -0.094 0.205 0.257
N -0.95062 1.78777 4.00145 0.019 0.093 0.042
C -0.73468 3.14907 4.49915 -0.009 -0.134 -0.057
C -1.79061 3.95904 3.71863 0.037 -0.157 0.035
N -2.34198 2.97067 2.78855 -0.187 0.015 0.141
H -0.23158 1.08655 4.06851 -0.075 -0.028 0.009
H 0.27254 3.49680 4.26517 -0.116 -0.012 0.106
H -0.88901 3.19982 5.57558 -0.031 -0.022 0.057
H -1.33727 4.78516 3.17234 -0.265 -0.020 0.164
H -2.57401 4.34363 4.37079 -0.053 -0.024 0.067
H -2.61846 3.25254 1.85813 0.079 -0.061 0.144
O -0.09356 1.90999 -1.67806 0.170 0.000 0.301
C -1.11076 1.10915 -2.18075 -0.394 -0.011 -0.023
C -2.34472 1.28973 -1.29960 -0.099 -0.108 -0.352
C -3.40626 0.46448 -1.08681 -0.219 0.064 -0.097
C -4.45073 1.09029 -0.34297 0.069 -0.043 -0.104
C -4.15651 2.38211 -0.02719 -0.040 -0.057 -0.110
S -2.60892 2.83665 -0.60289 -0.035 0.120 -0.248
C -0.67487 -0.37390 -2.33905 0.260 0.004 0.202
C -1.49453 -1.30912 -3.07259 -0.155 0.020 0.044
C -1.59870 -2.64952 -2.97695 0.081 0.030 0.103
C -1.03378 -3.72056 -2.04050 0.113 0.192 0.025
S 0.80037 -0.85211 -1.76690 0.076 -0.172 -0.560
C -1.52400 1.59156 -3.59711 0.016 0.069 0.158
C -2.75859 1.90731 -4.08484 -0.066 0.058 -0.045
C -2.75063 2.30595 -5.45668 -0.068 0.022 0.093
C -1.50393 2.28286 -5.99718 -0.057 -0.059 0.030
S -0.34955 1.76913 -4.84441 -0.029 -0.029 -0.045
H -3.44409 -0.55073 -1.46263 -0.015 0.142 0.044
H -5.36295 0.59119 -0.04284 0.038 0.018 -0.006
H -4.75589 3.07819 0.54187 0.025 -0.060 0.005
H -2.17148 -0.85216 -3.79392 0.077 0.004 -0.055
H -2.27801 -3.08021 -3.71108 0.024 0.002 0.011
H -1.71953 -4.55136 -2.22685 -0.101 -0.016 -0.001
H -3.65861 1.85543 -3.48642 0.067 0.012 0.030
H -3.63838 2.60631 -5.99969 0.058 -0.041 0.026
H -1.19766 2.52719 -7.00415 -0.051 0.005 0.073

---

109
Properties=species:S:1:pos:R:3:forces:R:3 method="wB97M-V/def2-TZVPD" total_energy_ha=-3344.36857 charge=-2 relative_energy_kcal_mol=18.2 e_homo_ev=0.077 gap_ev=3.9074
Ba -0.76474 0.14181 -0.89798 0.810 -0.196 1.238
C 1.72158 1.28074 3.99906 0.025 -0.390 -0.050
C 2.17590 2.48339 3.16420 -0.217 0.151 0.127
C 3.30635 2.21094 2.22690 0.102 -0.066 -0.153
C 4.61908 2.43841 2.52607 0.112 0.257 0.301
C 5.67623 1.83366 1.80983 -0.356 -0.075 -0.156
C 5.26882 0.71423 1.02997 0.334 -0.274 -0.125
C 3.97113 0.48570 0.71470 -0.095 0.237 0.079
N 3.05140 1.57544 0.95783 0.082 -0.144 0.185
N 0.87233 0.33250 3.28189 0.129 0.604 0.189
C -0.47963 0.85764 3.14628 -0.204 -0.038 0.127
C -1.52965 -0.19927 2.90220 -0.096 0.104 -0.020
C -2.32762 -0.67970 3.93620 0.059 0.051 -0.221
C -3.26071 -1.66396 3.64872 -0.179 -0.114 0.257
C -3.37687 -2.14642 2.35848 0.193 0.117 -0.213
C -2.55022 -1.60244 1.37752 -0.149 -0.052 0.169
N -1.66484 -0.65041 1.65760 -0.200 -0.082 -0.020
C 0.98437 -1.02622 3.71070 0.149 -0.264 0.114
C 0.71961 -2.01173 2.58959 0.056 -0.217 0.285
C 0.15387 -3.24582 2.87872 0.036 0.180 -0.027
C -0.07784 -4.13050 1.83615 0.018 -0.130 -0.218
C 0.26014 -3.74803 0.55075 0.051 -0.124 0.304
C 0.83411 -2.49440 0.36734 0.071 -0.256 0.140
N 1.06735 -1.64520 1.35948 0.041 -0.084 -0.065
H 1.18296 1.61372 4.90951 0.038 0.153 0.085
H 2.62461 0.75346 4.32054 -0.081 0.038 -0.020
H 2.51166 3.25753 3.86693 0.000 -0.056 0.026
H 1.30508 2.90320 2.64798 0.018 -0.007 -0.058
H 4.83174 3.02133 3.42442 0.070 0.025 0.011
H 6.70873 1.99265 2.07876 0.105 0.002 0.054
H 5.98406 -0.06514 0.76909 0.080 0.035 0.024
H 3.57776 -0.42074 0.28779 -0.126 -0.199 -0.003
H -0.50686 1.58247 2.33132 -0.072 0.021 -0.100
H -0.78160 1.39574 4.06922 0.108 -0.046 -0.038
H -2.20690 -0.27855 4.93389 -0.038 -0.042 0.031
H -3.89391 -2.05390 4.44081 0.023 0.008 -0.052
H -4.08230 -2.91964 2.08947 -0.062 -0.039 0.063
H -2.57898 -1.94262 0.33800 0.024 0.067 0.156
H 0.33108 -1.30082 4.56744 0.119 0.100 -0.044
H 2.01701 -1.17530 4.04433 -0.079 -0.011 -0.049
H -0.13197 -3.48118 3.89675 -0.014 -0.027 0.034
H -0.54349 -5.09274 2.02382 0.007 0.006 -0.003
H 0.06220 -4.37034 -0.30714 -0.030 -0.008 0.008
H 1.07471 -2.13750 -0.62281 0.135 -0.135 -0.006
C 0.19188 1.75646 -5.43964 0.039 0.068 -0.008
C 0.50893 1.02905 -4.14350 0.455 -0.503 0.322
O -0.19616 1.27869 -3.16833 0.027 0.308 -0.772
C 1.60824 0.04808 -4.11844 -0.335 0.361 -0.411
C 2.32730 -0.18288 -5.31034 -0.037 -0.023 0.013
C 3.32079 -1.12233 -5.41225 -0.039 -0.028 0.238
C 3.61659 -1.89104 -4.26234 0.209 -0.181 -0.184
C 2.95959 -1.70934 -3.08473 -0.214 0.324 -0.048
C 1.93072 -0.70730 -2.93501 0.071 0.024 -0.067
O 1.36657 -0.53618 -1.82281 1.302 -0.156 -0.732
H -0.62671 2.44397 -5.24138 -0.016 0.015 -0.009
H -0.10370 1.05180 -6.21667 -0.050 -0.054 -0.012
H 1.05424 2.30980 -5.81277 0.014 0.043 0.031
H 2.07646 0.40445 -6.18434 0.033 -0.015 -0.046
H 3.85750 -1.27177 -6.33999 0.005 -0.017 0.005
H 4.39197 -2.65203 -4.31450 -0.024 0.040 -0.035
H 3.18806 -2.29072 -2.20302 0.071 -0.057 0.058
C -2.67943 3.91600 -2.58599 0.126 0.107 0.040
N -3.59409 2.87393 -2.14400 -0.049 -0.203 -0.373
C -3.86788 1.99403 -3.27033 -0.127 -0.014 -0.110
P -3.41168 2.38574 -0.56481 1.048 0.644 1.152
O -2.11122 2.11678 0.15663 -1.233 0.051 -0.397
N -4.77520 1.54143 -0.07702 -0.013 -0.132 -0.138
C -4.85689 1.34721 1.34976 -0.010 -0.070 0.191
C -6.06546 1.78570 -0.66430 -0.210 0.033 -0.049
N -3.71068 3.94578 0.12490 -0.327 0.127 -0.127
C -4.77207 4.81634 -0.29364 -0.111 0.080 -0.069
C -2.95427 4.50984 1.20818 0.077 0.139 0.089
H -1.79065 3.45481 -3.03279 0.021 0.161 -0.018
H -2.36912 4.54641 -1.75871 0.041 0.009 0.078
H -3.18941 4.54066 -3.32611 0.066 0.016 -0.087
H -2.95053 1.54140 -3.65659 -0.069 0.009 -0.006
H -4.32777 2.61352 -4.05294 0.006 -0.044 -0.017
H -4.54480 1.19319 -3.00152 0.002 -0.072 0.030
H -3.87400 1.18232 1.78656 0.084 -0.004 -0.092
H -5.46570 0.46471 1.56382 -0.057 0.002 0.024
H -5.30987 2.22191 1.84307 -0.043 0.004 0.090
H -5.99219 2.09440 -1.70190 0.113 0.015 -0.064
H -6.61836 2.57276 -0.12557 -0.027 -0.011 0.021
H -6.67334 0.87421 -0.63856 0.016 -0.026 0.071
H -5.28463 4.42589 -1.16867 -0.008 -0.083 -0.041
H -4.38314 5.81094 -0.56694 0.021 0.023 0.019
H -5.52408 4.98004 0.49563 0.025 -0.013 0.037
H -2.13787 3.85874 1.49033 0.060 -0.125 -0.015
H -3.59176 4.69022 2.08830 -0.008 -0.005 0.025
H -2.52667 5.48370 0.92169 0.006 0.026 -0.008
C -1.18679 -4.96766 -2.57323 0.002 -0.123 -0.045
Si -1.91564 -3.23062 -2.56684 0.433 0.989 0.791
C -3.76556 -3.45886 -2.29724 -0.101 -0.115 -0.066
C -1.71385 -2.56158 -4.31183 -0.030 -0.068 -0.135
O -1.25873 -2.26744 -1.46323 -0.655 -0.991 -0.756
H -1.56779 -5.56140 -3.40645 -0.032 -0.090 -0.063
H -1.43110 -5.48471 -1.64458 -0.035 -0.102 0.081
H -0.10181 -4.92118 -2.65554 0.156 -0.010 -0.044
H -4.23124 -4.00480 -3.12144 -0.096 -0.056 -0.036
H -4.24292 -2.48480 -2.20762 -0.060 0.165 -0.010
H -3.95500 -4.00802 -1.37373 -0.030 -0.077 0.108
H -2.21810 -3.19132 -5.04965 -0.008 -0.015 -0.106
H -0.65995 -2.48786 -4.57879 0.154 -0.020 -0.034
H -2.13123 -1.55704 -4.37264 -0.103 0.138 0.015
F -2.96433 0.46835 -1.51786 -1.415 0.137 -0.453
Cl 0.97134 2.86310 -0.27776 0.120 0.226 -0.056
C 2.84057 2.41616 -0.10773 -0.027 0.092 -0.116
H 3.07247 1.91944 -1.04608 -0.079 0.058 -0.063
H 3.27664 3.41493 -0.01988 -0.123 -0.011 0.020